Below is the ion C12H10NO with charge +1, with properties calculated with ωB97M-V/def2-TZVPD.

Structure (XYZ):
```
24
Properties=species:S:1:pos:R:3:forces:R:3
C 2.183 -1.873 -1.783 -0.102 -0.066 0.043
C 2.882 -0.685 -1.671 -0.144 0.084 0.115
C 0.934 -2.021 -1.189 0.152 0.156 -0.006
C 2.354 0.409 -0.965 -0.112 0.153 0.100
C 0.389 -0.944 -0.494 0.113 0.052 -0.027
C 1.118 0.277 -0.392 0.434 -1.031 -0.590
C -0.856 -0.814 0.147 0.619 6.543 1.917
C -0.822 0.823 0.695 -0.271 -7.029 -2.264
C -2.132 -1.323 0.615 -0.090 0.063 0.134
C 0.849 2.484 0.596 0.318 0.929 0.217
C -2.077 1.117 1.379 -0.343 0.611 0.381
C -2.922 -0.172 1.246 -0.270 -0.092 0.011
N 0.378 1.291 0.339 -0.417 -0.100 0.103
O -2.515 -2.461 0.538 -0.065 -0.181 -0.065
H 2.609 -2.693 -2.339 0.045 -0.063 -0.023
H 3.849 -0.584 -2.136 0.079 0.017 -0.024
H 0.382 -2.945 -1.264 -0.056 -0.072 -0.011
H 2.930 1.319 -0.904 0.049 0.109 0.004
H 0.239 3.196 1.128 -0.117 -0.075 0.037
H 1.841 2.763 0.288 0.074 -0.117 -0.101
H -1.916 1.371 2.432 0.028 0.052 -0.036
H -2.595 1.969 0.926 0.049 0.044 0.068
H -3.785 0.000 0.600 0.006 0.002 0.050
H -3.316 -0.504 2.206 0.020 0.011 -0.033
```
Positions in Å, forces in eV/Å.

Calculated values
F_max	7.4	eV/Å
ΔE to the lowest compared entry with this formula, charge and spin	0.000	eV
SMILES	C=[N+]1C2=C(C(=O)CC2)c2ccccc21
charge	+1

The natural (NBO) scheme yields these atomic charges, measured in e: number 1, C, carries -0.19; number 2, C, carries -0.15; number 3, C, carries -0.10; number 4, C, carries -0.22; number 5, C, carries -0.17; number 6, C, carries 0.22; number 7, C, carries 0.07; number 8, C, carries 0.30; number 9, C, carries 0.48; number 10, C, carries 0.02; number 11, C, carries -0.49; number 12, C, carries -0.48; number 13, N, carries -0.32; number 14, O, carries -0.44; number 15, H, carries 0.25; number 16, H, carries 0.24; number 17, H, carries 0.25; number 18, H, carries 0.23; number 19, H, carries 0.22; number 20, H, carries 0.22; number 21, H, carries 0.26; number 22, H, carries 0.26; number 23, H, carries 0.26; number 24, H, carries 0.26

***

Below is a structure of composition C3H5PS, with properties calculated with ωB97M-V/def2-TZVPD.

Structure (XYZ):
```
10
Properties=species:S:1:pos:R:3:forces:R:3
C -2.200 -1.110 -0.165 -1.475 0.117 1.484
C 0.927 -0.159 0.067 -3.632 0.408 -0.395
C 1.541 1.206 0.066 1.054 -2.989 -2.586
P -1.440 0.328 -0.225 2.147 0.633 -0.387
S 1.286 -1.697 0.104 0.552 0.429 0.155
H -3.345 -1.115 -0.116 1.777 -0.216 -0.407
H -1.669 -1.918 0.328 -0.010 -0.658 -0.545
H 2.503 1.104 0.558 0.310 0.774 -0.239
H 1.531 1.482 -1.044 0.762 -0.363 1.255
H 0.866 1.879 0.428 -1.485 1.866 1.666
```
Positions in Å, forces in eV/Å.

Calculated values
F_max	4.1	eV/Å
ΔE to the lowest compared entry with this formula, charge and spin	2.700	eV

The natural (NBO) scheme yields these atomic charges, measured in e: number 1, C, carries -0.91; number 2, C, carries -0.23; number 3, C, carries -0.72; number 4, P, carries 0.53; number 5, S, carries 0.12; number 6, H, carries 0.25; number 7, H, carries 0.23; number 8, H, carries 0.24; number 9, H, carries 0.26; number 10, H, carries 0.24

***

Below is a structure of composition C47H38BrCoN6O2P2Se, with properties calculated with ωB97M-V/def2-TZVPD.

Structure (XYZ):
```
98
Properties=species:S:1:pos:R:3:forces:R:3
Co 0.654 0.685 0.048 0.455 -0.156 0.047
O -1.859 -1.155 0.393 0.005 -0.072 0.028
P -2.330 -2.467 -0.108 0.072 0.015 0.049
C -0.966 -3.673 -0.269 0.045 0.103 0.009
P 0.519 -3.047 -1.108 -0.012 0.013 -0.071
O 1.060 -1.729 -0.644 -0.282 -0.044 0.216
C 1.743 -4.357 -0.908 0.028 0.021 0.013
C 1.422 -5.686 -0.647 -0.005 0.003 -0.007
C 2.425 -6.639 -0.534 -0.018 -0.002 -0.009
C 3.753 -6.268 -0.679 0.027 0.007 0.005
C 4.083 -4.944 -0.934 -0.002 -0.012 0.001
C 3.082 -3.992 -1.048 -0.013 0.003 0.001
C 0.079 -2.982 -2.845 0.022 -0.047 -0.071
C -0.277 -1.744 -3.371 -0.047 -0.077 0.018
C -0.689 -1.651 -4.692 0.020 0.024 0.009
C -0.736 -2.788 -5.486 -0.016 -0.013 -0.014
C -0.379 -4.025 -4.963 0.001 0.011 -0.016
C 0.029 -4.124 -3.643 0.016 -0.002 0.014
C -3.130 -2.327 -1.710 -0.005 -0.013 -0.066
C -3.554 -3.429 -2.449 0.015 0.014 -0.012
C -4.180 -3.242 -3.671 0.021 -0.014 -0.009
C -4.393 -1.954 -4.149 -0.012 0.002 0.005
C -3.982 -0.855 -3.410 -0.014 -0.028 -0.009
C -3.344 -1.038 -2.191 0.005 -0.024 0.056
C -3.481 -3.254 1.024 -0.034 -0.018 0.053
C -4.139 -2.412 1.920 0.014 -0.032 0.008
C -5.053 -2.940 2.819 0.003 -0.015 0.003
C -5.310 -4.303 2.828 -0.021 0.007 0.014
C -4.653 -5.145 1.942 0.035 -0.012 -0.035
C -3.738 -4.622 1.041 -0.062 -0.010 0.002
H -1.311 -4.553 -0.819 0.017 -0.026 -0.004
H -0.688 -3.983 0.743 -0.029 0.025 0.005
H 0.391 -5.993 -0.525 -0.009 -0.005 0.005
H 2.168 -7.670 -0.331 -0.003 0.001 0.003
H 4.533 -7.012 -0.589 0.000 0.002 -0.001
H 5.119 -4.654 -1.043 0.004 0.002 -0.002
H 3.337 -2.957 -1.239 0.004 0.007 -0.006
H -0.261 -0.867 -2.734 -0.002 -0.102 -0.031
H -0.982 -0.691 -5.098 -0.006 0.008 0.006
H -1.057 -2.713 -6.517 -0.002 0.001 0.000
H -0.414 -4.908 -5.586 0.004 0.000 -0.003
H 0.321 -5.087 -3.241 0.002 0.002 0.000
H -3.407 -4.436 -2.073 -0.002 -0.008 -0.015
H -4.507 -4.097 -4.247 0.002 -0.003 -0.003
H -4.887 -1.811 -5.101 -0.006 -0.002 -0.005
H -4.151 0.147 -3.782 0.001 -0.019 0.014
H -3.002 -0.189 -1.609 -0.047 -0.116 -0.061
H -3.916 -1.352 1.916 0.014 -0.002 -0.015
H -5.562 -2.286 3.515 -0.001 -0.002 0.000
H -6.022 -4.714 3.532 0.001 0.001 -0.001
H -4.852 -6.209 1.954 -0.001 -0.002 0.003
H -3.229 -5.291 0.355 -0.007 0.001 0.007
C -0.738 0.030 5.460 -0.011 0.046 -0.034
C -1.248 1.258 5.057 0.030 -0.055 0.048
C -1.278 1.594 3.712 0.007 0.097 -0.071
C -0.781 0.700 2.776 0.060 -0.067 -0.074
C -0.270 -0.529 3.169 -0.067 -0.008 -0.017
C -0.257 -0.866 4.513 0.006 0.007 -0.008
N -0.786 1.008 1.372 -0.130 -0.079 0.175
N -1.826 1.568 0.981 0.089 0.046 0.050
C -1.829 1.762 -0.410 -0.092 0.070 -0.075
C -2.966 2.308 -0.992 -0.008 0.053 0.051
C -3.007 2.439 -2.371 0.056 0.062 -0.024
C -1.911 2.034 -3.123 0.024 0.037 0.017
C -0.779 1.496 -2.511 -0.037 0.127 -0.005
C -0.710 1.330 -1.132 0.058 0.059 -0.107
H -0.719 -0.230 6.510 -0.001 0.005 0.002
H -1.626 1.956 5.792 -0.002 0.001 0.001
H -1.677 2.543 3.379 -0.002 -0.012 0.012
H 0.076 -1.216 2.410 0.009 -0.043 -0.023
H 0.126 -1.829 4.824 -0.001 0.001 -0.006
H -3.797 2.611 -0.368 0.003 -0.007 0.003
H -3.877 2.861 -2.856 -0.014 0.004 -0.001
H -1.936 2.146 -4.201 0.006 -0.001 -0.015
H 0.057 1.205 -3.141 -0.003 0.050 -0.016
Br 5.133 -0.198 4.952 0.016 -0.002 0.022
C 3.914 0.007 3.539 -0.001 0.002 -0.022
C 3.744 -1.009 2.613 -0.009 0.027 0.009
C 2.826 -0.820 1.597 -0.058 -0.116 -0.118
N 2.094 0.289 1.474 -0.032 0.355 0.032
C 2.286 1.268 2.368 0.025 -0.025 0.002
C 3.182 1.176 3.415 -0.006 -0.030 -0.005
H 4.306 -1.929 2.678 0.000 -0.001 0.004
H 2.640 -1.584 0.852 0.011 0.022 0.041
H 1.689 2.162 2.240 -0.004 -0.022 -0.006
H 3.292 1.989 4.116 0.001 0.000 0.000
Se 2.825 4.674 -0.687 -0.003 0.067 0.040
N 3.765 4.095 -2.061 0.020 -0.019 -0.066
C 3.462 2.821 -2.216 0.091 -0.071 -0.080
C 3.999 1.947 -3.216 -0.044 0.061 0.080
C 3.570 0.665 -3.210 -0.081 0.002 0.080
C 2.606 0.218 -2.244 -0.045 -0.003 -0.069
N 2.087 0.974 -1.320 0.033 0.174 0.031
C 2.514 2.287 -1.279 -0.025 -0.104 -0.042
N 2.052 3.115 -0.370 -0.087 -0.101 0.054
H 4.715 2.323 -3.934 0.000 0.011 0.006
H 3.932 -0.048 -3.937 -0.014 -0.025 0.008
H 2.242 -0.802 -2.259 0.056 0.009 -0.014
```
Positions in Å, forces in eV/Å.

Calculated values
DFT total energy	-9333.66723	a.u.
F_max	0.5	eV/Å
spin multiplicity	2
charge	+1

The Mulliken scheme yields these atomic charges, measured in e: number 1, Co, carries -0.30; number 2, O, carries 0.26; number 3, P, carries 0.51; number 4, C, carries -1.25; number 5, P, carries 0.90; number 6, O, carries 0.68; number 7, C, carries 0.41; number 8, C, carries -0.34; number 9, C, carries -0.76; number 10, C, carries -0.53; number 11, C, carries -0.95; number 12, C, carries -0.36; number 13, C, carries 0.21; number 14, C, carries 1.16; number 15, C, carries -0.58; number 16, C, carries -0.76; number 17, C, carries -0.81; number 18, C, carries -1.09; number 19, C, carries 0.58; number 20, C, carries -0.53; number 21, C, carries -0.72; number 22, C, carries -0.77; number 23, C, carries -0.43; number 24, C, carries -0.10; number 25, C, carries 0.66; number 26, C, carries -0.44; number 27, C, carries -0.75; number 28, C, carries -0.56; number 29, C, carries -0.68; number 30, C, carries -0.40; number 31, H, carries 0.69; number 32, H, carries 0.59; number 33, H, carries 0.39; number 34, H, carries 0.44; number 35, H, carries 0.41; number 36, H, carries 0.45; number 37, H, carries 0.20; number 38, H, carries -0.73; number 39, H, carries 0.44; number 40, H, carries 0.42; number 41, H, carries 0.44; number 42, H, carries 0.47; number 43, H, carries 0.30; number 44, H, carries 0.44; number 45, H, carries 0.43; number 46, H, carries 0.46; number 47, H, carries 0.17; number 48, H, carries 0.28; number 49, H, carries 0.44; number 50, H, carries 0.40; number 51, H, carries 0.42; number 52, H, carries 0.22; number 53, C, carries -0.58; number 54, C, carries -0.70; number 55, C, carries -0.19; number 56, C, carries -0.62; number 57, C, carries 0.38; number 58, C, carries -1.13; number 59, N, carries 1.71; number 60, N, carries -0.88; number 61, C, carries -0.60; number 62, C, carries -0.34; number 63, C, carries -0.76; number 64, C, carries -0.86; number 65, C, carries 1.08; number 66, C, carries 0.64; number 67, H, carries 0.45; number 68, H, carries 0.43; number 69, H, carries 0.47; number 70, H, carries 0.41; number 71, H, carries 0.47; number 72, H, carries 0.51; number 73, H, carries 0.43; number 74, H, carries 0.42; number 75, H, carries 0.53; number 76, Br, carries -0.12; number 77, C, carries -0.02; number 78, C, carries -1.08; number 79, C, carries -0.48; number 80, N, carries 0.35; number 81, C, carries -0.27; number 82, C, carries -0.92; number 83, H, carries 0.58; number 84, H, carries 0.71; number 85, H, carries 0.46; number 86, H, carries 0.49; number 87, Se, carries 0.29; number 88, N, carries -0.81; number 89, C, carries 0.67; number 90, C, carries -0.61; number 91, C, carries -1.44; number 92, C, carries -0.36; number 93, N, carries 0.62; number 94, C, carries 0.25; number 95, N, carries -0.36; number 96, H, carries 0.48; number 97, H, carries 0.52; number 98, H, carries 0.82

***

Below is an isolated molecule of C5H8O, with properties calculated with ωB97M-V/def2-TZVPD.

Structure (XYZ):
```
14
Properties=species:S:1:pos:R:3:forces:R:3
C -1.677 0.324 0.134 0.190 0.059 0.076
C -0.470 -0.496 -0.289 0.255 -0.117 0.363
C 1.036 0.008 -1.003 -2.743 -0.163 0.285
C 1.338 0.695 0.314 -0.053 0.218 0.224
C 0.736 -0.697 0.592 -0.070 -0.442 1.034
O 1.536 -1.244 -0.529 -0.025 -0.189 -0.050
H -1.419 1.323 0.501 0.007 -0.103 -0.046
H -2.422 0.437 -0.665 0.314 -0.044 0.065
H -2.185 -0.198 0.957 0.078 0.109 -0.111
H -0.760 -1.408 -0.831 0.170 0.171 0.278
H 0.381 0.136 -1.833 1.758 0.747 -2.175
H 0.765 1.598 0.524 -0.044 -0.191 0.230
H 2.389 0.790 0.605 -0.147 0.038 -0.375
H 0.753 -1.267 1.523 0.310 -0.093 0.201
```
Positions in Å, forces in eV/Å.

Calculated values
F_max	2.9	eV/Å
ΔE to the lowest compared entry with this formula, charge and spin	4.833	eV

The natural (NBO) scheme yields these atomic charges, measured in e: number 1, C, carries -0.64; number 2, C, carries -0.23; number 3, C, carries 0.04; number 4, C, carries -0.43; number 5, C, carries 0.08; number 6, O, carries -0.52; number 7, H, carries 0.21; number 8, H, carries 0.22; number 9, H, carries 0.22; number 10, H, carries 0.20; number 11, H, carries 0.26; number 12, H, carries 0.20; number 13, H, carries 0.22; number 14, H, carries 0.17

***

Below is an isolated molecule of C3H5ClF2, with properties calculated with ωB97M-V/def2-TZVPD.

Structure (XYZ):
```
11
Properties=species:S:1:pos:R:3:forces:R:3
C -0.672 -0.951 0.792 1.991 -1.634 -2.686
C -0.220 -0.132 -0.584 4.912 -4.181 4.918
C 0.906 0.872 -0.311 1.190 -0.888 3.427
H -0.690 -0.091 1.486 -0.188 -1.301 0.324
H 0.091 -1.869 0.947 -1.381 2.597 0.213
H -1.637 -1.501 0.586 0.784 1.186 0.311
H 1.036 1.498 -1.081 0.402 1.740 -3.558
H 2.014 0.548 -0.026 -2.856 0.126 -0.071
F 0.199 -0.874 -1.620 1.428 -1.964 -0.761
F -1.225 0.388 -1.022 -6.906 4.631 -2.391
Cl 0.198 2.112 0.833 0.623 -0.313 0.275
```
Positions in Å, forces in eV/Å.

Calculated values
F_max	8.7	eV/Å
ΔE to the lowest compared entry with this formula, charge and spin	1.417	eV
SMILES	CC(F)(F)CCl

The natural (NBO) scheme yields these atomic charges, measured in e: number 1, C, carries -0.70; number 2, C, carries 0.69; number 3, C, carries -0.41; number 4, H, carries 0.24; number 5, H, carries 0.22; number 6, H, carries 0.23; number 7, H, carries 0.21; number 8, H, carries 0.25; number 9, F, carries -0.35; number 10, F, carries -0.30; number 11, Cl, carries -0.09

***

Below is a cluster of 2 separate species, CH5O3PS in total, with properties calculated with ωB97M-V/def2-TZVPD.

Structure (XYZ):
```
11
Properties=species:S:1:pos:R:3:forces:R:3
C 0.003 -2.773 -0.392 0.903 -3.381 2.382
O 0.938 1.314 0.315 1.351 -0.616 -1.338
O -1.295 2.184 0.557 -1.135 2.024 -0.363
O -0.802 -0.102 1.314 -0.563 -0.300 1.457
P -0.271 1.265 1.257 0.196 -0.829 1.248
S 1.002 -1.788 0.296 1.156 0.810 0.077
H -0.707 -2.634 -1.102 -1.801 1.102 -2.368
H 0.295 1.906 2.406 -0.849 -0.309 -0.396
H -0.045 -3.829 0.007 0.080 1.035 -0.385
H 0.844 0.384 -0.060 0.865 0.541 -0.342
H -2.209 2.010 0.790 -0.203 -0.076 0.028
```
Positions in Å, forces in eV/Å.

Calculated values
F_max	4.2	eV/Å
ΔE to the lowest compared entry with this formula, charge and spin	1.869	eV
SMILES	O=[PH](O)O.C=S

The natural (NBO) scheme yields these atomic charges, measured in e: number 1, C, carries -0.49; number 2, O, carries -1.03; number 3, O, carries -1.00; number 4, O, carries -1.13; number 5, P, carries 2.20; number 6, S, carries 0.17; number 7, H, carries 0.18; number 8, H, carries -0.12; number 9, H, carries 0.18; number 10, H, carries 0.51; number 11, H, carries 0.52

***

no.,M (g/mol)
1,184.22
2,104.11
3,998.61
4,84.12
5,114.52
6,128.09